Record 1
# C10H10N2O5Pd

A structure of composition C10H10N2O5Pd in a non-equilibrium geometry (ωB97M-V with the def2-TZVPD basis set, OMol25).

Structure (XYZ):
```
28
Properties=species:S:1:pos:R:3:forces:R:3:nbo_charge:R:1
Pd 0.72793 1.03747 0.83908 0.89 0.44 1.71 0.9784
O -1.82213 -4.07907 -4.25944 0.00 -0.01 0.17 -0.4008
O -0.27972 -0.88867 0.86718 -0.13 0.20 -0.20 -0.7570
O 0.15721 0.96710 -1.31538 0.22 -0.02 -0.47 -0.6650
O -2.18785 -5.55285 -2.73212 0.03 0.13 0.02 -0.3948
O -0.30791 2.85970 1.93482 0.27 -0.44 -0.10 -0.6488
N 0.32646 4.69601 3.05613 -0.08 -0.03 0.01 -0.7919
N -1.84221 -4.43940 -3.09231 -0.05 -0.18 -0.30 0.5332
C -0.62310 -1.66140 -0.07774 -0.09 -0.15 -0.15 0.4478
C 1.96495 3.53043 1.66752 0.08 -0.17 0.03 -0.5356
C -1.02746 -2.23704 -2.43780 -0.07 -0.11 -0.19 -0.1089
C -1.43556 -3.87979 -0.71778 -0.03 -0.04 -0.19 -0.1306
C -1.04994 -2.99577 0.23814 0.04 0.09 0.07 -0.2978
C -0.62257 -1.30156 -1.47794 0.07 -0.09 0.49 -0.2726
C 2.36039 2.05712 1.64659 -0.99 0.12 -0.86 -0.5076
C -1.42749 -3.49519 -2.07675 0.10 0.23 0.28 -0.0697
C -0.20980 -0.01825 -1.95833 -0.05 0.13 -0.20 0.4343
C 0.57762 3.66356 2.23204 0.04 0.23 0.06 0.6897
H -0.59815 4.79563 3.44091 -0.01 -0.01 -0.02 0.4118
H 1.04017 5.34224 3.33577 0.03 -0.01 -0.04 0.4029
H -1.75191 -4.88251 -0.47005 -0.01 0.00 0.04 0.2449
H -0.24462 0.08447 -3.05707 -0.03 0.00 0.00 0.1228
H 3.28756 1.90741 1.09795 -0.06 -0.12 -0.11 0.1985
H 2.68226 4.15114 2.21414 0.01 0.00 0.00 0.2117
H -1.04878 -3.26097 1.28694 -0.01 -0.04 -0.02 0.2264
H -1.02954 -1.96982 -3.48706 0.01 0.02 0.00 0.2425
H 2.46234 1.66057 2.65977 -0.17 -0.20 -0.04 0.1881
H 1.92185 3.90945 0.64280 -0.03 0.04 0.00 0.2483
```
Forces are in eV/Å.

The relative energy (zero: lowest compared OMol25 entry of this formula, charge and spin) is 1.713 eV. As for the multiplicity: 1. The HOMO-LUMO gap (alpha / beta) is 6.954 / 7.029 eV. The LUMO energy (alpha / beta) is -1.30 / -1.15 eV. Its net charge is 0. The calculation puts the maximum force at 1.98 eV/A.

=====

Record 2
# C3H9NO3S

The molecule C3H9NO3S in a non-equilibrium geometry (ωB97M-V with the def2-TZVPD basis set, OMol25).

Structure (XYZ):
```
17
Properties=species:S:1:pos:R:3:forces:R:3:nbo_charge:R:1
S 1.34332 -0.01839 -0.12744 1.83 -0.26 0.87 2.2984
O 2.19620 -1.03291 -0.77033 -1.63 1.36 1.29 -0.9245
O 1.68692 1.37107 -0.27890 -0.52 -0.74 -0.24 -0.9166
O 1.37511 -0.26149 1.53200 2.58 -2.77 -1.79 -0.8851
N -2.76278 0.56826 -0.04194 0.04 -0.24 -2.72 -0.6134
C -0.36658 -0.25283 -0.60982 0.11 1.82 1.17 -0.6814
C -1.35074 0.67694 0.20750 0.90 1.31 1.92 -0.2429
C -3.25154 -0.75132 0.09626 -0.37 -3.63 0.40 -0.4241
H 2.17344 -0.97606 1.60255 -2.73 2.33 0.00 0.5157
H -0.21450 0.15342 -1.61440 -0.69 -0.65 -0.30 0.2544
H -0.63510 -1.29136 -0.48480 0.07 -0.25 -0.46 0.2557
H -1.13490 0.60042 1.38273 -0.64 -0.42 -2.50 0.2150
H -2.84532 -1.28112 1.09274 -1.05 1.26 -2.17 0.1970
H -1.23658 1.75494 0.06646 1.19 -0.20 -0.43 0.2308
H -3.08640 0.83409 -1.05637 1.38 0.01 2.51 0.3600
H -3.11327 -1.57045 -0.82301 0.11 2.05 2.09 0.1533
H -4.31370 -0.55747 0.14095 -0.58 -0.99 0.37 0.2077
```
Forces are in eV/Å.

The SMILES is CNCCS(=O)(=O)O. The relative energy (zero: lowest compared OMol25 entry of this formula, charge and spin) is 3.081 eV. As for the multiplicity: 1. The HOMO-LUMO gap is 10.012 eV. The LUMO energy is 0.51 eV. Its net charge is 0. The calculation puts the maximum force at 4.19 eV/A.

=====

Record 3
# C21H41Br14NO5S

A cluster of 8 separate species, C21H41Br14NO5S in total in a non-equilibrium geometry (ωB97M-V with the def2-TZVPD basis set, OMol25).

Structure (XYZ):
```
83
Properties=species:S:1:pos:R:3:forces:R:3:lowdin_charge:R:1
Br 1.72626 -1.58972 -4.18207 0.19 -0.56 -0.30 0.7439
Br 0.85029 -0.87186 6.50136 -0.14 -0.09 0.04 0.6066
Br -2.47147 -1.74689 5.15055 0.03 0.07 -0.09 0.6073
Br -2.72750 1.96750 2.75844 -0.02 -0.05 0.16 0.6455
Br -4.37078 -2.09378 -3.27188 -0.11 -0.09 0.05 0.6183
Br 5.33336 3.01309 9.23118 -0.06 -0.08 0.05 0.5955
Br 2.00805 2.14559 7.88835 0.11 0.12 -0.04 0.5631
Br -3.21988 -1.56816 0.31499 -0.20 -0.23 0.06 0.6843
Br 5.25253 -0.90958 -5.06708 0.01 -0.10 0.10 0.5953
Br 1.65928 4.70010 -6.92331 0.10 -0.03 0.00 0.5932
Br 0.68228 2.73553 3.92085 -0.06 -0.08 -0.17 0.6303
Br 2.56243 1.59281 -5.15251 0.26 0.60 -0.37 0.6463
Br -1.71010 -4.88074 0.89032 0.03 0.14 0.08 0.6279
Br -6.86690 -0.71898 -0.92885 0.05 0.06 -0.08 0.6061
S 1.77921 -1.09433 0.97798 0.37 -5.29 3.86 0.7514
O -1.97689 0.81985 -2.96295 2.19 -0.80 -0.54 -0.0848
O 2.38203 -0.74299 2.30257 -0.96 0.82 -3.44 -0.3359
O -0.16746 0.56829 -4.44370 -2.94 -0.76 2.42 -0.1107
O 2.68526 -0.63114 -0.34803 -1.61 0.80 1.71 -0.2089
O 1.65218 -2.60237 0.90072 0.24 4.10 -1.09 -0.3563
N 2.93891 1.01316 -2.02412 -0.71 -1.05 0.98 0.0279
C 3.77859 1.61069 7.27441 -0.22 -0.20 -0.04 -0.6889
C -0.61956 3.88322 3.03453 0.26 0.12 0.28 -0.6846
C -1.37464 1.84754 -2.13983 -0.24 1.68 1.92 -0.1636
C 4.70486 1.34829 8.43494 0.29 0.09 -0.05 -0.6956
C -3.21640 -4.02594 1.78370 0.06 -0.32 -0.07 -0.6866
C -1.35580 1.32648 -0.60275 0.70 -0.67 -1.53 -0.1395
C -0.69511 -2.27641 4.53982 -0.17 -0.19 -0.08 -0.6808
C 3.14337 -2.82015 -4.71466 -0.20 -0.19 0.41 -0.6482
C 4.47263 -2.42351 -4.12031 0.26 -0.04 -0.17 -0.6762
C -2.01794 3.60988 3.52905 -0.21 0.03 -0.20 -0.6715
C -6.31625 -2.08134 -3.38893 0.18 0.02 -0.28 -0.6851
C -1.02097 0.08633 -3.68806 1.45 0.60 -1.47 -0.3074
C -6.88751 -0.78306 -2.87701 -0.28 -0.03 0.17 -0.6861
C 0.03076 -0.41861 0.90320 0.15 2.09 -1.49 -0.1778
C 2.32804 3.01100 -7.62975 -0.19 0.11 -0.18 -0.6955
C 0.01094 0.52533 -0.42060 0.97 -0.15 1.06 -0.2966
C 2.67756 0.80186 -0.55467 -0.33 2.91 -1.49 -0.3803
C 1.28393 1.52387 -0.22371 -1.33 -0.82 0.89 -0.0984
C 1.73171 1.83582 -6.89640 0.14 -0.20 0.22 -0.6571
C 0.22872 -2.53766 5.70208 0.38 0.10 -0.04 -0.6737
C -4.06582 -3.25308 0.80689 -0.18 0.21 0.15 -0.6500
H -2.80433 -3.40601 2.57927 -0.15 0.01 -0.13 0.0024
H 2.83071 -3.79372 -4.33384 0.12 0.07 -0.02 0.0582
H 2.22999 0.41992 -2.49546 0.66 0.57 0.01 -0.0281
H 1.92877 0.90714 -7.43543 0.01 0.12 0.01 0.0659
H -2.70011 4.39660 3.20337 0.10 -0.05 0.01 0.0587
H 5.60796 0.83742 8.09669 -0.13 0.05 -0.03 0.0583
H -0.85301 -3.18954 3.96329 0.10 0.05 0.06 0.0492
H -2.23504 0.60054 -0.52257 1.14 1.27 0.06 0.0328
H 3.41490 3.04940 -7.56968 -0.16 -0.06 0.07 0.0507
H -0.50231 3.72712 1.96269 -0.12 0.00 0.11 0.0352
H -2.01088 2.80414 -2.13100 0.67 -1.59 -0.53 0.1377
H -0.12384 0.30221 1.77702 0.43 -1.31 -0.85 0.0830
H 4.24294 0.76879 9.23280 -0.04 0.09 -0.15 0.0526
H 1.23012 1.83660 0.88421 0.22 -0.13 -1.60 0.1009
H -5.01582 -2.97085 1.26443 0.12 -0.03 -0.01 0.0596
H -0.31684 4.90176 3.28372 -0.10 -0.09 -0.02 0.0594
H -1.02476 -1.05361 -3.55717 -0.72 1.49 0.07 0.1298
H -6.34768 0.09448 -3.22976 0.02 -0.18 0.02 0.0541
H 0.65973 1.93081 -6.72700 0.13 0.05 -0.03 0.0486
H -0.73819 -1.24747 0.86439 1.44 0.71 0.13 0.0249
H 3.61592 0.69714 6.69973 0.04 0.05 0.08 0.0367
H -0.33119 2.16323 -2.47948 -1.42 -0.71 0.15 0.1225
H -2.08120 3.50617 4.61157 0.13 0.00 -0.14 0.0562
H 2.73232 1.99173 -2.27956 0.19 -0.72 0.33 0.0487
H 2.02593 3.00203 -8.67817 0.00 -0.04 0.11 0.0563
H 4.13423 2.39526 6.60768 0.02 -0.08 0.16 0.0542
H -1.47487 2.19301 0.13299 0.29 -1.32 -1.01 0.0802
H 5.19845 -3.23075 -4.23280 -0.14 0.04 0.00 0.0568
H 3.50369 1.35967 -0.01252 -0.88 -1.19 -0.25 0.1595
H -6.67325 -2.95390 -2.84335 0.01 0.18 -0.01 0.0519
H -0.33925 -1.48947 3.87537 0.04 -0.07 0.16 0.0408
H 1.12377 2.42490 -0.90566 0.59 -1.14 1.06 0.1189
H 4.40876 -2.14270 -3.06972 -0.11 -0.01 -0.13 0.0535
H -7.93968 -0.69209 -3.15229 0.12 -0.06 -0.01 0.0576
H 1.13415 -3.04537 5.36511 -0.15 0.05 -0.08 0.0633
H -6.53793 -2.20552 -4.44989 -0.03 0.06 0.11 0.0574
H 0.27870 -0.16297 -1.29369 -0.83 0.94 0.80 0.1337
H -4.26109 -3.79234 -0.11934 0.11 0.04 0.10 0.0486
H -3.78793 -4.84389 2.22466 -0.01 0.12 -0.06 0.0624
H 3.14834 -2.84531 -5.80366 0.06 0.09 0.15 0.0530
H -0.23322 -3.11977 6.49820 -0.04 0.09 -0.14 0.0512
```
Forces are in eV/Å.

The SMILES is N[C@H]1C[C@H](CCOC=O)CS(=O)(=O)O1.BrCCBr.BrCCBr.BrCCBr.BrCCBr.BrCCBr.BrCCBr.BrCCBr. As for the multiplicity: 1. The HOMO-LUMO gap is 9.577 eV. The LUMO energy is 0.24 eV. Its net charge is 0. The calculation puts the maximum force at 6.56 eV/A.

=====

Record 4
# C39H57LuN7O3P3S

A structure of composition C39H57LuN7O3P3S in a non-equilibrium geometry (ωB97M-V with the def2-TZVPD basis set, OMol25).

Structure (XYZ):
```
111
Properties=species:S:1:pos:R:3:forces:R:3:lowdin_charge:R:1
Lu -0.11556 0.00595 0.21429 -0.89 0.91 -0.40 1.3088
S -1.40506 0.86725 2.43809 -0.65 0.27 -0.62 0.5935
P 1.07764 3.41725 0.90729 0.89 1.41 0.87 0.5002
P -2.65286 -1.42625 0.08679 -0.82 -0.17 0.24 1.0575
P 2.89904 1.75445 -0.45771 1.59 1.81 -0.50 0.5540
O 2.03484 0.61465 -0.15251 -0.49 -0.63 0.28 -0.3235
O 2.60664 3.00505 0.58219 -0.21 -0.63 -0.26 -0.2727
O 0.11564 2.55835 0.19019 -0.51 -0.17 -0.22 -0.3738
N 4.50294 1.43135 -0.22841 -1.12 0.07 -0.13 -0.2791
N 1.12394 3.49865 2.56589 -0.11 -0.26 -1.26 -0.2880
N 0.25174 -1.86765 -0.14111 -0.53 -0.48 0.05 -0.2510
N 2.62934 2.46665 -1.92151 0.32 -0.36 0.79 -0.2858
N -2.27516 1.38905 -0.65661 0.43 0.52 0.24 -0.0099
N 1.00744 4.98605 0.35389 -0.29 -0.73 0.35 -0.3095
N -0.08996 -0.05435 4.72529 0.14 -0.12 0.27 0.0785
C -3.71226 -4.59065 -3.08751 0.06 -0.03 -0.07 -0.0896
C 2.78234 3.87775 -2.19411 -0.06 0.20 0.06 -0.1032
C -6.35796 0.38925 -0.51341 -0.12 -0.07 0.01 -0.0770
C -3.09706 -2.66185 -1.18111 0.25 0.10 -0.18 -0.3615
C -4.04366 -0.23705 -0.18991 0.42 0.20 -0.06 -0.2885
C -3.66296 1.05125 -0.58511 -0.58 -0.44 0.00 -0.3221
C 1.97484 5.93505 0.85459 0.17 0.02 0.06 -0.1042
C -5.39906 -0.54465 -0.16271 -0.06 0.14 0.07 -0.0713
C 1.97464 2.67545 3.40259 0.21 -0.25 0.05 -0.0723
C -4.65246 -3.79135 2.81469 -0.18 -0.05 -0.08 -0.0803
C 2.59764 -2.32725 0.21189 -0.04 -0.14 -0.07 -0.1871
C -0.05866 -3.20325 -3.04591 0.04 0.19 -0.12 -0.0549
C -0.20236 5.57085 -0.17321 -0.16 -0.07 -0.26 -0.1060
C -2.58486 -3.08385 3.79969 0.00 -0.02 0.15 -0.0641
C 1.86304 -1.54135 2.51689 0.07 -0.01 -0.14 -0.0798
C -3.79886 -3.74185 3.90479 0.13 -0.02 0.04 -0.0822
C 5.53294 2.36125 -0.62911 0.02 0.08 -0.18 -0.0882
C 1.38984 -3.88345 1.73119 0.08 0.06 0.06 -0.0715
C 0.64164 -1.83865 -3.07091 -0.10 -0.07 0.25 -0.3560
C -5.97766 1.66455 -0.89531 0.13 0.03 -0.01 -0.0804
C -0.62766 0.30055 3.76529 0.28 -0.24 0.76 -0.8990
C -4.00846 -3.25945 -3.32491 -0.08 -0.02 -0.18 -0.0872
C -3.69876 -2.29685 -2.38081 0.10 -0.01 0.13 -0.0944
C -3.07456 -4.95445 -1.91171 -0.04 -0.11 -0.05 -0.0758
C -2.76106 -3.99595 -0.96771 0.02 0.08 0.01 -0.1055
C 3.06784 -1.89395 -2.49571 0.17 0.11 0.03 -0.0991
C 2.38084 1.63565 -3.08041 -0.02 -0.23 -0.17 -0.0789
C 1.47134 -2.00675 -0.63661 1.37 -0.93 -0.50 -0.4007
C -3.15316 -2.38995 1.56109 0.28 0.10 0.04 -0.3529
C 4.13694 -2.09115 -1.63581 0.30 0.08 -0.20 -0.1286
C 1.76194 -1.86665 -2.04761 -0.18 -0.06 0.23 -0.1990
C 4.87874 0.56575 0.87159 -0.08 -0.24 0.21 -0.0901
C -4.32986 -3.13125 1.64379 0.04 0.08 0.03 -0.1012
C -2.26266 -2.41855 2.62939 0.06 0.06 -0.17 -0.1201
C 2.36814 -2.70845 1.65969 -0.35 0.10 -0.07 -0.3589
C -4.63316 1.99035 -0.92421 0.08 0.10 -0.12 -0.0377
C -0.38796 -0.71965 -2.85551 0.11 -0.10 -0.01 -0.0902
C 3.87544 -2.34895 -0.29771 0.00 0.01 -0.03 -0.1003
C -0.11516 3.92825 3.18609 -0.13 0.25 0.27 -0.1114
H 5.78664 3.07025 0.16909 -0.04 -0.03 -0.02 0.0920
H -0.70336 4.47155 2.44409 -0.16 0.09 0.16 0.0772
H 2.23964 3.26035 4.28609 0.06 -0.06 0.02 0.0947
H 6.42834 1.79015 -0.88331 0.00 0.09 -0.05 0.0936
H 3.32424 -3.03265 2.09259 -0.03 0.05 -0.13 0.1289
H -4.32736 2.98565 -1.22771 0.03 0.02 0.02 0.1079
H 1.81844 4.30695 -2.48981 0.08 0.04 0.00 0.0908
H 1.53774 -1.89475 3.49529 -0.10 0.13 0.02 0.0717
H 1.55384 6.58045 1.63099 -0.03 0.00 0.04 0.0901
H 1.48984 1.75025 3.72759 0.00 0.08 -0.02 0.0580
H 1.78624 -4.72295 1.16459 0.01 -0.16 -0.01 0.0794
H -2.15906 2.16455 -1.31171 0.20 -0.23 0.27 0.0948
H -3.92316 -1.25785 -2.57621 -0.09 0.07 -0.03 0.1050
H 5.70734 -0.07205 0.55949 -0.04 -0.01 0.03 0.0931
H 2.64214 -0.79515 2.67299 0.02 0.13 0.02 0.0660
H -0.86386 -3.25625 -3.77831 -0.14 -0.02 -0.07 0.0728
H 5.15084 -2.08315 -2.00751 0.11 -0.06 -0.06 0.0813
H -5.57226 -4.35665 2.86929 -0.07 -0.03 0.03 0.1021
H 2.87874 2.43535 2.84869 0.08 -0.05 0.17 0.0700
H 3.18224 1.73865 -3.81941 0.01 -0.02 0.06 0.0957
H 3.13164 4.38875 -1.30131 0.00 0.15 -0.09 0.0656
H -1.88786 -3.07715 4.62529 0.04 0.00 0.06 0.1075
H 3.26234 -1.76095 -3.55631 -0.02 -0.02 -0.07 0.1035
H 2.81624 5.39095 1.27679 0.13 0.16 0.01 0.0774
H 1.00124 -1.05575 2.02239 0.34 -0.33 0.50 -0.0017
H -5.71866 -1.52925 0.13089 -0.03 -0.11 -0.01 0.0890
H 5.20544 2.91255 -1.50651 0.11 0.07 -0.08 0.0698
H -4.48506 -2.96875 -4.25111 -0.02 0.02 -0.05 0.1017
H 1.09024 -1.69495 -4.06621 -0.01 0.01 0.18 0.1279
H -4.97766 -3.22425 0.78409 -0.03 -0.03 0.00 0.0953
H 1.43754 1.92945 -3.55431 0.06 -0.06 0.04 0.0913
H 5.18184 1.14325 1.75269 0.00 0.03 -0.01 0.0915
H 2.32574 6.56575 0.03269 0.05 0.00 0.04 0.0896
H 0.02394 6.13435 -1.08481 -0.07 -0.03 0.02 0.0864
H -0.70596 3.08045 3.54559 0.09 0.18 -0.08 0.0275
H 0.09454 0.26015 -2.80761 -0.02 0.10 -0.04 0.0463
H -2.82496 -5.98995 -1.73241 0.06 -0.07 0.02 0.1061
H -1.30026 -1.93305 2.51949 -0.07 -0.05 0.12 0.0462
H 0.44554 -3.57965 1.28399 -0.06 -0.09 0.04 0.0435
H -7.40406 0.11845 -0.50741 -0.06 -0.03 0.06 0.1042
H 4.70244 -2.57625 0.36679 0.05 -0.05 0.08 0.1039
H -0.67376 6.25795 0.53989 0.04 -0.06 0.02 0.0863
H 4.02924 -0.06765 1.11469 0.14 -0.12 0.08 0.0525
H -2.24316 -4.27245 -0.06081 0.01 -0.08 0.08 0.1138
H -6.72026 2.40365 -1.16671 0.01 -0.01 -0.01 0.1044
H -1.98616 1.74925 0.25859 -0.16 0.34 -0.34 -0.0215
H 0.11544 4.59125 4.02569 -0.07 0.04 -0.08 0.0933
H -0.89996 4.77105 -0.41121 -0.10 0.08 -0.09 0.0713
H 1.22114 -4.19175 2.76119 -0.01 -0.08 0.15 0.0716
H -4.06856 -4.24215 4.82259 0.00 -0.07 0.09 0.1009
H -1.11166 -0.70895 -3.67311 -0.10 0.12 0.04 0.0847
H 3.49834 4.03895 -3.00731 0.00 -0.04 0.06 0.0907
H -0.47276 -3.36595 -2.05391 0.01 -0.04 0.02 0.0529
H -0.92086 -0.90935 -1.91541 -0.09 -0.08 -0.40 -0.0082
H -3.95306 -5.33955 -3.82861 -0.04 -0.05 -0.03 0.1007
H 0.66084 -3.99185 -3.25591 0.04 -0.08 -0.04 0.0848
H 2.32554 0.59495 -2.76101 -0.04 -0.08 -0.19 0.0557
```
Forces are in eV/Å.

The relative energy (zero: lowest compared OMol25 entry of this formula, charge and spin) is 1.359 eV. As for the multiplicity: 1. The HOMO-LUMO gap is 5.627 eV. The LUMO energy is 0.09 eV. Its net charge is 0. The calculation puts the maximum force at 2.46 eV/A.